The following is a DFT calculation (ωB97M-V/def2-TZVPD) of an isolated ion of composition C5H4IS2 and charge -1 at a distorted geometry.

The geometry in XYZ format:
```
12
Properties=species:S:1:pos:R:3:forces:R:3:nbo_charge:R:1
C -1.9099 -0.7425 -0.2247 0.330 1.984 0.674 -0.657
C -0.6027 -0.0650 0.0131 -1.552 3.396 -0.170 -0.161
S -0.5638 1.7416 0.0853 0.654 -1.767 -0.067 0.255
C 1.1918 1.6875 0.1275 -2.371 0.163 0.291 -0.454
C 1.6031 0.4171 0.0862 1.479 0.131 0.402 -0.135
I 3.6858 0.0698 -0.0318 -0.386 -0.105 0.189 0.077
C 0.6185 -0.6301 0.1102 0.352 0.773 -0.919 -0.311
S 0.9287 -2.2710 0.0105 0.351 -1.827 0.050 -0.493
H -1.5732 -1.5062 -0.8205 -0.151 -2.466 -1.649 0.243
H -2.1373 -1.0919 0.7315 -0.959 -1.270 1.492 0.214
H -2.7975 -0.2032 -0.5988 0.861 0.188 -0.113 0.199
H 1.5566 2.5939 0.5116 1.391 0.799 -0.181 0.223
```
Forces are in eV/Å.

The value obtained for the LUMO energy is 0.107 Ha. As for the highest occupied orbital energy: -0.103 Ha. As for the HOMO-LUMO gap: 5.73 eV. The calculation puts the total energy at -35021.5370 eV. The net charge is -1. As for the SMILES: Cc1scc(I)c1[S-].


The following is a DFT calculation (ωB97M-V/def2-TZVPD) of an isolated ion of composition C5H4N and charge +1 at a distorted geometry.

The geometry in XYZ format:
```
10
Properties=species:S:1:pos:R:3:forces:R:3:nbo_charge:R:1
C 2.3747 0.2539 -0.9503 3.274 -0.281 4.767 -0.342
C 1.3770 0.2351 -1.7620 -1.650 -0.099 -2.336 0.506
C 0.7533 -0.0770 0.8510 -1.556 0.225 2.201 -0.091
C 2.0366 0.0585 0.2847 0.082 0.725 -4.988 0.524
C -1.4692 -0.0834 0.0022 0.059 -0.203 1.948 -0.454
N -0.1187 0.0713 -0.0477 2.166 -0.384 -0.317 -0.161
H 0.4754 -0.1481 1.8809 0.462 -0.440 0.738 0.255
H -1.7806 0.7622 -0.4612 -1.763 2.951 -1.243 0.267
H -1.6895 -0.7799 -0.7114 -0.748 -2.321 -2.007 0.274
H -1.9589 -0.2928 0.9137 -0.327 -0.173 1.239 0.221
```
Forces are in eV/Å.

The value obtained for the LUMO energy is -0.296 Ha. As for the highest occupied orbital energy: -0.575 Ha. As for the HOMO-LUMO gap: 7.59 eV. The calculation puts the total energy at -6722.5025 eV. As for the energy above the lowest of the compared OMol25 structures with the same formula, charge and spin: 134.6 kcal/mol. The net charge is +1.


The following is a DFT calculation (ωB97M-V/def2-TZVPD) of a 2-piece molecular cluster, C5H4N overall at a distorted geometry.

The geometry in XYZ format:
```
10
Properties=species:S:1:pos:R:3:forces:R:3:nbo_charge:R:1
C -0.4748 0.6498 1.7138 -0.349 -1.011 -1.252 0.374
C 0.6078 -1.6697 -2.8428 1.272 -1.918 -0.588 0.294
C -0.4488 0.7303 2.9668 0.595 4.390 1.121 -0.420
C -0.1282 0.0200 -0.6863 0.516 -0.761 -1.505 0.197
C -0.4530 0.2950 0.4431 0.174 1.014 1.206 -0.194
N 1.1763 -2.6585 -3.0953 -3.033 5.575 1.616 -0.596
H -0.2744 1.7748 3.4781 -0.283 -2.169 -0.835 0.340
H -0.6589 -0.1297 3.5063 -0.355 -1.602 1.326 0.312
H 1.5637 -3.4494 -3.3740 2.073 -4.134 -1.458 0.438
H 0.2367 -0.4449 -1.6561 -0.610 0.616 0.368 0.256
```
Forces are in eV/Å.

The value obtained for the LUMO energy is -0.262 Ha. As for the highest occupied orbital energy: -0.572 Ha. As for the HOMO-LUMO gap: 8.43 eV. The calculation puts the total energy at -6725.9432 eV. As for the energy above the lowest of the compared OMol25 structures with the same formula, charge and spin: 55.3 kcal/mol. The net charge is +1.


The following is a DFT calculation (ωB97M-V/def2-TZVPD) of an isolated ion of composition C5H4N and charge +1 at a distorted geometry.

The geometry in XYZ format:
```
10
Properties=species:S:1:pos:R:3:forces:R:3:nbo_charge:R:1
C 3.8392 -0.6134 -0.0201 2.090 -1.244 -0.282 0.342
C 0.2844 0.3914 0.1596 -4.460 -3.509 -0.266 0.585
C 1.6129 0.7323 0.0024 3.639 -1.918 0.951 -0.202
C 2.7559 0.0026 0.2023 -4.868 2.432 -0.054 -0.265
C -2.1055 -0.5127 0.0395 0.736 -1.657 -0.708 -0.468
N -0.7893 -0.0584 0.0578 4.350 2.487 -0.069 -0.121
H 1.6373 1.6903 -0.3640 0.744 2.532 -0.947 0.274
H -2.7210 0.2894 -0.0741 -1.837 2.877 1.111 0.270
H -2.3848 -0.8574 -0.9862 0.827 -1.439 0.924 0.298
H -2.1291 -1.0643 0.9828 -1.222 -0.562 -0.660 0.286
```
Forces are in eV/Å.

The value obtained for the LUMO energy (spin up / spin down) is -0.291 / -0.291 Ha. As for the highest occupied orbital energy (spin up / spin down): -0.568 / -0.568 Ha. As for the HOMO-LUMO gap (spin up / spin down): 7.53 / 7.53 eV. The calculation puts the total energy at -6724.8863 eV. As for the energy above the lowest of the compared OMol25 structures with the same formula, charge and spin: 79.6 kcal/mol. The net charge is +1.


The following is a DFT calculation (ωB97M-V/def2-TZVPD) of an isolated ion of composition C5H4N and charge +1 at a distorted geometry.

The geometry in XYZ format:
```
10
Properties=species:S:1:pos:R:3:forces:R:3:nbo_charge:R:1
C 3.9703 0.6040 0.3702 3.958 1.817 2.054 0.339
C 2.9782 0.1484 -0.2111 -6.661 -3.447 -2.325 -0.100
C -0.6772 -0.5661 0.1534 0.609 -0.327 -0.559 0.044
C 0.6220 -0.4987 -0.0739 -0.954 0.743 -0.478 0.385
C -1.7746 0.3852 -0.0275 2.616 0.967 -1.664 -0.655
N 1.7798 -0.3397 -0.2403 3.923 1.960 0.590 -0.107
H -0.9353 -1.5430 0.4212 -0.681 -1.653 0.751 0.266
H -1.4000 1.3088 -0.4520 0.074 0.502 0.533 0.254
H -2.2218 0.4861 0.9056 -1.527 0.269 1.394 0.283
H -2.3415 0.0151 -0.8455 -1.356 -0.832 -0.296 0.292
```
Forces are in eV/Å.

The value obtained for the LUMO energy (spin up / spin down) is -0.326 / -0.326 Ha. As for the highest occupied orbital energy (spin up / spin down): -0.580 / -0.581 Ha. As for the HOMO-LUMO gap (spin up / spin down): 6.93 / 6.94 eV. The calculation puts the total energy at -6724.1039 eV. As for the energy above the lowest of the compared OMol25 structures with the same formula, charge and spin: 97.7 kcal/mol. The net charge is +1.


The following is a DFT calculation (ωB97M-V/def2-TZVPD) of an isolated ion of composition C5H4N and charge +1 at a distorted geometry.

The geometry in XYZ format:
```
10
Properties=species:S:1:pos:R:3:forces:R:3:nbo_charge:R:1
C 2.7394 -1.7583 -1.2253 0.969 -0.853 -0.372 0.549
C 1.5148 -1.2510 -0.9146 -1.719 0.963 -1.605 -0.217
C -0.5633 -0.2415 -1.2819 0.919 -0.111 -0.450 -0.225
C 0.3638 -1.0105 -1.8246 0.896 -0.755 -0.279 0.224
C -0.0249 0.1126 0.0685 0.011 -0.359 -0.548 -0.262
N 1.2302 -0.5790 0.1794 0.847 -1.236 0.687 -0.368
H -1.4662 0.0301 -1.8186 -0.063 0.299 0.598 0.298
H 0.2092 1.1078 0.3029 -0.155 1.911 -0.084 0.277
H -0.6575 -0.2303 0.8161 -1.464 -0.681 1.617 0.270
H 1.7052 -0.8914 1.0208 -0.242 0.823 0.437 0.454
```
Forces are in eV/Å.

The value obtained for the LUMO energy (spin up / spin down) is -0.267 / -0.287 Ha. As for the highest occupied orbital energy (spin up / spin down): -0.559 / -0.587 Ha. As for the HOMO-LUMO gap (spin up / spin down): 7.94 / 8.17 eV. The calculation puts the total energy at -6723.8940 eV. As for the energy above the lowest of the compared OMol25 structures with the same formula, charge and spin: 102.5 kcal/mol. The net charge is +1.


The following is a DFT calculation (ωB97M-V/def2-TZVPD) of a single C5H4N2 molecule at a distorted geometry.

The geometry in XYZ format:
```
11
Properties=species:S:1:pos:R:3:forces:R:3:nbo_charge:R:1
C 0.1202 -0.2405 -2.8413 0.059 0.104 -0.835 -0.219
C 0.0756 -0.1910 -1.6461 -0.113 -0.197 0.602 -0.021
C 0.0059 -0.1374 -0.2186 -0.078 -0.081 0.160 -0.248
C 0.3234 -1.1128 0.7669 0.411 -0.499 -0.570 -0.014
N 0.1957 -0.6643 1.9847 -0.255 0.884 0.397 -0.255
N -0.2259 0.6166 1.8254 -0.065 0.034 1.115 -0.339
C -0.3692 0.9506 0.5372 0.295 0.262 -0.356 0.000
H 0.1664 -0.2392 -3.9181 -0.019 -0.063 0.585 0.239
H 0.6971 -2.1152 0.6484 -0.089 -0.089 -0.279 0.215
H -0.3389 1.2053 2.6608 -0.001 -0.581 -0.909 0.417
H -0.6503 1.9279 0.2007 -0.145 0.226 0.090 0.225
```
Forces are in eV/Å.

The value obtained for the LUMO energy is 0.034 Ha. As for the highest occupied orbital energy: -0.327 Ha. As for the HOMO-LUMO gap: 9.83 eV. The calculation puts the total energy at -8227.6347 eV. As for the energy above the lowest of the compared OMol25 structures with the same formula, charge and spin: 42.9 kcal/mol. As for the SMILES: C#Cc1cn[nH]c1.


The following is a DFT calculation (ωB97M-V/def2-TZVPD) of a single C5H4N2 molecule at a distorted geometry.

The geometry in XYZ format:
```
11
Properties=species:S:1:pos:R:3:forces:R:3:nbo_charge:R:1
C -2.2862 1.0064 0.5519 9.472 -6.681 0.424 -0.224
C -1.1735 0.2023 0.5967 -7.489 7.037 0.827 -0.001
C 0.2040 -0.1571 0.2886 -3.047 0.051 1.627 -0.368
C 1.4015 -0.0900 0.9655 5.195 1.146 2.959 0.283
N 2.5189 0.0405 1.3421 -3.770 -0.620 -0.998 -0.306
C 0.3331 -0.5272 -0.9441 0.834 0.289 -5.257 0.143
N -0.6283 -0.3265 -1.9138 -2.819 -2.956 -0.808 -0.783
H -3.1691 1.4905 0.8527 -0.780 0.138 0.086 0.240
H 1.3200 -0.6622 -1.4306 -0.544 -0.437 0.760 0.222
H -0.5818 -1.1416 -2.6126 -0.015 1.926 1.003 0.385
H -1.6763 -0.2914 -1.5599 2.963 0.108 -0.623 0.410
```
Forces are in eV/Å.

The value obtained for the LUMO energy is 0.008 Ha. As for the highest occupied orbital energy: -0.331 Ha. As for the HOMO-LUMO gap: 9.21 eV. The calculation puts the total energy at -8225.2303 eV. As for the energy above the lowest of the compared OMol25 structures with the same formula, charge and spin: 98.3 kcal/mol. As for the SMILES: C#C/C(C#N)=C\N.


The following is a DFT calculation (ωB97M-V/def2-TZVPD) of a single C5H4N2 molecule at a distorted geometry.

The geometry in XYZ format:
```
11
Properties=species:S:1:pos:R:3:forces:R:3:nbo_charge:R:1
C 2.7678 -0.4269 0.2913 -0.072 0.092 -0.150 -0.177
C 1.6230 -0.1506 0.0504 0.235 0.317 0.109 -0.057
C 0.2220 0.0818 -0.0580 0.030 0.173 -0.269 0.051
C -0.7261 -0.7643 -0.5746 -0.114 0.490 -0.182 -0.311
C -1.9634 -0.2164 -0.1586 -0.017 0.212 -0.231 -0.053
N -1.7812 0.9440 0.4574 0.020 -0.148 -0.017 -0.243
N -0.4540 1.1151 0.4963 0.157 0.123 0.427 -0.314
H 3.7870 -0.6743 0.4955 -0.191 0.060 -0.078 0.240
H -0.4340 -1.3195 -1.4354 -0.358 -1.431 0.132 0.237
H -2.9724 -0.6154 -0.2385 0.357 0.177 -0.238 0.216
H -0.0685 2.0264 0.6741 -0.047 -0.065 0.497 0.412
```
Forces are in eV/Å.

The value obtained for the LUMO energy is 0.035 Ha. As for the highest occupied orbital energy: -0.333 Ha. As for the HOMO-LUMO gap: 10.01 eV. The calculation puts the total energy at -8227.1080 eV. As for the energy above the lowest of the compared OMol25 structures with the same formula, charge and spin: 55.0 kcal/mol. As for the SMILES: C#Cc1ccn[nH]1.


The following is a DFT calculation (ωB97M-V/def2-TZVPD) of a single C5H4N2 molecule.

The geometry in XYZ format:
```
11
Properties=species:S:1:pos:R:3:forces:R:3:nbo_charge:R:1
C -1.4393 1.3632 2.0302 0.123 -0.268 -0.285 -0.218
C -0.8619 0.6887 1.2157 -0.267 0.193 0.381 -0.020
C -0.1767 -0.0174 0.1857 0.136 -0.123 0.024 -0.244
C -0.6285 -1.0450 -0.6780 -0.183 -0.022 -0.026 -0.021
N 0.2657 -1.3314 -1.6072 -0.138 0.057 0.197 -0.251
N 1.3116 -0.5376 -1.3266 0.165 -0.020 -0.048 -0.328
C 1.1036 0.2458 -0.2490 0.029 -0.132 0.223 -0.013
H -1.9786 1.9689 2.7242 0.127 -0.136 -0.065 0.236
H -1.5489 -1.6059 -0.5985 0.006 0.178 -0.221 0.216
H 2.0842 -0.5194 -1.9757 -0.052 -0.071 0.301 0.413
H 1.8688 0.7902 0.2794 0.054 0.343 -0.480 0.228
```
Forces are in eV/Å.

The value obtained for the LUMO energy is 0.035 Ha. As for the highest occupied orbital energy: -0.328 Ha. As for the HOMO-LUMO gap: 9.87 eV. The calculation puts the total energy at -8227.5673 eV. As for the energy above the lowest of the compared OMol25 structures with the same formula, charge and spin: 44.4 kcal/mol. As for the SMILES: C#Cc1cn[nH]c1.


The following is a DFT calculation (ωB97M-V/def2-TZVPD) of a 2-piece molecular cluster, C5H4N2 overall at a distorted geometry.

The geometry in XYZ format:
```
11
Properties=species:S:1:pos:R:3:forces:R:3:nbo_charge:R:1
C -2.9957 -0.9107 0.3944 0.966 0.214 -0.037 0.071
C -1.8044 -0.4735 0.2024 -1.547 0.177 -0.391 -0.293
C -0.6304 0.1467 -0.1377 -0.065 -0.556 -0.306 0.063
C 0.2718 -0.0873 -1.2033 -0.253 -0.151 0.072 -0.210
C 1.4922 0.3492 -0.7290 0.197 0.323 0.404 -0.076
N 1.3873 0.8233 0.5398 -0.283 0.833 -0.938 -0.161
N 0.0840 0.8343 0.7923 1.044 -0.578 0.829 -0.294
H 0.5682 -1.4265 1.8720 0.052 -0.225 0.126 -0.001
H 0.0296 -0.5649 -2.1417 0.054 0.063 0.166 0.249
H 2.4494 0.3840 -1.2320 -0.108 -0.174 0.176 0.227
H -0.2110 0.9626 1.7501 -0.057 0.074 -0.103 0.424
```
Forces are in eV/Å.

The value obtained for the LUMO energy (spin up / spin down) is -0.025 / -0.104 Ha. As for the highest occupied orbital energy (spin up / spin down): -0.350 / -0.372 Ha. As for the HOMO-LUMO gap (spin up / spin down): 8.85 / 7.30 eV. The calculation puts the total energy at -8221.6353 eV. As for the energy above the lowest of the compared OMol25 structures with the same formula, charge and spin: 181.2 kcal/mol.


The following is a DFT calculation (ωB97M-V/def2-TZVPD) of a single C5H4N2 molecule at a distorted geometry.

The geometry in XYZ format:
```
11
Properties=species:S:1:pos:R:3:forces:R:3:nbo_charge:R:1
C -2.4890 1.1408 -0.4198 0.403 -0.492 0.405 -0.185
C -1.5225 0.5219 -0.0383 -0.512 0.011 -0.245 -0.060
C -0.2586 -0.1318 0.1564 -0.401 0.346 -0.341 0.042
C 0.6407 -0.4107 -0.8482 -0.227 -0.403 0.385 -0.296
C 1.8541 -0.6414 -0.1825 -0.224 0.326 0.435 -0.061
N 1.6998 -0.5460 1.1684 0.244 -0.166 -1.135 -0.245
N 0.3887 -0.2916 1.3393 -0.653 0.836 -0.636 -0.308
H -3.3790 1.6460 -0.7375 0.282 -0.110 0.139 0.241
H 0.3568 -0.5612 -1.8766 0.336 0.417 -0.096 0.236
H 2.7924 -0.7284 -0.7599 -0.361 -0.351 1.244 0.220
H -0.0833 0.0025 2.1987 1.113 -0.414 -0.156 0.417
```
Forces are in eV/Å.

The value obtained for the LUMO energy is 0.034 Ha. As for the highest occupied orbital energy: -0.330 Ha. As for the HOMO-LUMO gap: 9.91 eV. The calculation puts the total energy at -8227.1983 eV. As for the energy above the lowest of the compared OMol25 structures with the same formula, charge and spin: 52.9 kcal/mol. As for the SMILES: C#Cc1ccn[nH]1.